DFT (ωB97M-V/def2-TZVPD) results for C6H9NO as an isolated structure at a distorted geometry.

Element x y z (Å)
C 0.695 -0.779 -1.198
C -0.792 -0.649 -0.629
C -1.157 0.847 -0.576
C 0.859 0.915 0.846
C 0.982 -0.474 0.343
C -0.264 -1.220 0.747
H -1.526 -1.206 -1.049
H -1.993 0.668 0.037
H -1.534 1.226 -1.573
H 0.300 2.116 -0.687
H 0.308 0.781 1.917
H 1.864 1.475 0.766
H 2.017 -0.685 0.769
H -0.086 -2.318 0.708
H -0.746 -0.997 1.571
N -0.226 1.598 0.172
O 1.299 -1.298 -2.165

Calculated values
**E**: -9901.540 eV
**LUMO**: 0.65 eV
**HOMO energy**: -8.886 eV
**Max |F|**: 0.14564 hartree/bohr
**Charge**: 0
**HOMO-LUMO gap**: 9.538 eV

DFT (ωB97M-V/def2-TZVPD) results for a 3-piece molecular cluster, C3H11NO3 overall at a distorted geometry.

Element x y z (Å)
C -1.146 2.956 -0.115
N -0.732 1.718 -0.705
C -1.259 0.479 -0.228
C 0.281 1.708 -1.706
O -1.914 2.963 0.788
H -0.690 3.840 -0.591
H -0.467 -0.197 0.074
H -1.807 -0.022 -1.042
H -2.003 0.691 0.530
H -0.028 1.020 -2.491
H 1.215 1.268 -1.312
H 0.523 2.703 -2.051
H 1.650 -4.911 0.909
H 1.547 -6.340 0.231
O 2.099 -5.568 0.368
H 2.463 -2.054 0.860
H 1.693 -1.607 2.092
O 1.568 -1.987 1.213

Calculated values
**E**: -10912.882 eV
**LUMO (alpha / beta)**: -3.89 / -8.66 eV
**HOMO energy (alpha / beta)**: -13.370 / -13.370 eV
**Max |F|**: 0.02119 hartree/bohr
**⟨S²⟩**: 0.765
**Charge**: +1
**Multiplicity**: 2
**HOMO-LUMO gap (alpha / beta)**: 9.478 / 4.708 eV

DFT (ωB97M-V/def2-TZVPD) results for a 6-piece molecular cluster, C39H51N3O19S overall at a distorted geometry.

Element x y z (Å)
O 1.098 -1.217 -2.017
C 1.844 -0.192 -2.509
N 2.187 0.870 -3.354
C 3.316 1.574 -2.590
C 3.001 2.934 -1.727
C 1.560 3.705 -1.606
C 0.426 2.931 -0.711
C -0.817 2.287 -1.565
C -1.464 3.272 -2.705
C -0.839 2.912 -4.213
C -1.716 1.774 -5.019
C -1.795 0.323 -4.258
S -2.101 -1.136 -5.453
C -1.518 -2.631 -4.415
N -2.168 -3.261 -3.191
N -1.457 -4.339 -2.639
C -0.200 -4.518 -3.494
O -0.308 -3.457 -4.548
C 4.297 3.595 -0.901
C 5.824 2.972 -0.955
C 6.114 1.634 -1.863
C 4.846 0.906 -2.675
C 5.233 -0.425 -3.550
O 4.529 -1.555 -3.645
C 6.686 -0.394 -4.373
C 6.804 -1.040 -5.875
C 8.275 -1.012 -6.625
C 9.551 -0.321 -5.811
C 9.401 0.325 -4.276
C 7.939 0.313 -3.535
C 7.632 0.952 -2.025
O 8.541 0.947 -1.019
H 1.229 3.999 -2.689
H 1.779 4.735 -1.043
H -0.052 3.610 0.146
H 0.956 2.041 -0.125
H -1.688 2.072 -0.777
H -0.489 1.239 -1.969
H -2.634 3.229 -2.791
H -1.051 4.367 -2.470
H 0.308 2.607 -4.140
H -0.856 3.918 -4.849
H -1.140 1.577 -6.045
H -2.775 2.205 -5.351
H -2.583 0.334 -3.370
H -0.702 0.117 -3.825
H 0.683 -5.286 -3.377
H 4.157 4.575 -0.239
H 6.693 3.493 -0.340
H 5.928 -1.559 -6.468
H 8.439 -1.464 -7.717
H 10.589 -0.346 -6.392
H 10.351 0.771 -3.757
C -4.428 5.005 -9.782
O -3.897 3.769 -10.256
C -3.576 2.886 -9.276
O -3.705 3.069 -8.076
O -3.088 1.765 -9.864
C -2.706 0.741 -8.947
H -4.649 5.633 -10.649
H -5.359 4.839 -9.231
H -3.695 5.525 -9.157
H -3.568 0.405 -8.363
H -1.904 1.091 -8.289
H -2.330 -0.108 -9.526
C 0.268 0.134 5.346
O 0.895 0.009 4.071
C 0.133 -0.607 3.132
O -0.997 -1.040 3.297
O 0.845 -0.657 1.979
C 0.163 -1.284 0.894
H 0.967 0.640 6.018
H -0.639 0.741 5.272
H 0.043 -0.853 5.764
H -0.749 -0.733 0.643
H -0.067 -2.327 1.134
H 0.825 -1.269 0.024
C -3.032 -0.259 10.902
O -2.405 -0.384 9.627
C -3.167 -1.000 8.688
O -4.297 -1.433 8.853
O -2.455 -1.051 7.535
C -3.137 -1.677 6.450
H -2.333 0.247 11.574
H -3.939 0.348 10.828
H -3.257 -1.246 11.320
H -4.049 -1.127 6.198
H -3.367 -2.721 6.690
H -2.475 -1.662 5.580
C -4.824 -3.929 -1.738
O -5.925 -3.661 -0.872
C -5.853 -2.468 -0.229
O -4.954 -1.649 -0.336
O -6.955 -2.344 0.553
C -7.014 -1.127 1.295
H -4.986 -4.907 -2.198
H -4.767 -3.179 -2.533
H -3.888 -3.966 -1.171
H -7.045 -0.265 0.620
H -6.166 -1.052 1.982
H -7.935 -1.135 1.884
C -0.218 -2.224 10.334
O 1.130 -1.994 10.740
C 1.460 -2.562 11.927
O 0.718 -3.224 12.636
O 2.758 -2.266 12.189
C 3.246 -2.803 13.417
H -0.371 -1.725 9.373
H -0.403 -3.294 10.199
H -0.918 -1.797 11.059
H 3.199 -3.896 13.406
H 2.684 -2.399 14.266
H 4.292 -2.504 13.524

Calculated values
**E**: -95449.223 eV
**LUMO**: -1.91 eV
**HOMO energy**: -9.079 eV
**Max |F|**: 0.22377 hartree/bohr
**Structure (SMILES)**: O=C=Nc1c(CCCCCCCSc2nnco2)ccc2c1C(=O)c1ccccc1C2=O.COC(=O)OC.COC(=O)OC.COC(=O)OC.COC(=O)OC.COC(=O)OC
**Charge**: 0
**HOMO-LUMO gap**: 7.170 eV

DFT (ωB97M-V/def2-TZVPD) results for C40H45BNO5TeTl as an isolated structure.

Element x y z (Å)
Tl -1.394 0.799 0.851
C -0.954 -1.882 4.058
C -1.700 -0.575 4.094
C -3.075 -0.516 3.932
C -3.740 0.708 3.916
C -3.019 1.882 4.058
C -1.646 1.835 4.248
C -0.990 0.612 4.277
H -1.617 -2.715 3.825
H -0.474 -2.078 5.019
H -0.170 -1.845 3.298
H -3.642 -1.433 3.821
H -4.813 0.734 3.781
H -3.524 2.840 4.028
H -1.080 2.751 4.367
H 0.081 0.569 4.434
C -1.866 3.141 -1.902
O -2.726 2.747 -0.836
C -3.921 2.174 -1.348
C -4.828 1.757 -0.205
O -4.457 0.532 0.390
C -4.914 -0.613 -0.300
H -2.328 3.959 -2.468
H -1.660 2.307 -2.569
H -0.930 3.473 -1.457
H -3.677 1.316 -1.983
H -4.438 2.921 -1.967
H -5.865 1.701 -0.561
H -4.756 2.508 0.585
H -6.010 -0.646 -0.319
H -4.536 -1.471 0.255
H -4.541 -0.662 -1.327
C 7.143 3.460 3.239
C 5.919 2.899 2.562
C 4.642 3.299 2.927
C 3.511 2.800 2.286
C 2.156 3.307 2.717
C 3.634 1.852 1.261
Te 1.845 1.243 0.071
N -0.093 0.365 -1.183
C -0.349 0.048 -2.379
O -1.799 -0.183 -2.686
C 0.451 -0.057 -3.573
C 0.077 -0.839 -4.697
C 0.902 -0.950 -5.796
C 2.128 -0.281 -5.849
C 2.494 0.531 -4.771
C 1.685 0.643 -3.662
C 2.224 -0.819 0.417
C 2.183 -1.663 -0.691
C 2.389 -3.025 -0.563
C 2.681 -3.564 0.681
C 2.726 -2.732 1.789
C 2.475 -1.365 1.685
C 2.452 -0.537 2.941
C 4.928 1.452 0.883
C 5.155 0.453 -0.224
C 6.041 1.976 1.532
H 6.866 4.141 4.044
H 7.758 4.008 2.523
H 7.757 2.660 3.658
H 4.528 4.020 3.732
H 2.238 3.936 3.604
H 1.479 2.479 2.938
H 1.695 3.894 1.919
H -0.860 -1.380 -4.689
H 0.591 -1.567 -6.633
H 2.781 -0.392 -6.707
H 3.421 1.094 -4.809
H 1.970 1.283 -2.841
H 1.970 -1.242 -1.666
H 2.327 -3.665 -1.435
H 2.865 -4.626 0.793
H 2.954 -3.153 2.763
H 2.296 -1.173 3.815
H 1.651 0.202 2.871
H 3.385 0.012 3.079
H 4.484 0.647 -1.063
H 4.948 -0.562 0.120
H 6.187 0.492 -0.576
H 7.035 1.662 1.225
O -2.070 -2.637 -2.639
B -2.468 -1.304 -2.848
O -3.832 -1.270 -3.249
C -4.231 -2.575 -3.282
C -5.466 -3.084 -3.623
C -5.609 -4.472 -3.552
C -4.554 -5.290 -3.180
C -3.302 -4.767 -2.851
C -3.170 -3.396 -2.907
H -6.273 -2.434 -3.930
H -6.565 -4.917 -3.797
H -4.706 -6.361 -3.145
H -2.471 -5.400 -2.571

Calculated values
**E**: -66603.348 eV
**LUMO (alpha / beta)**: 2.22 / 2.20 eV
**HOMO energy (alpha / beta)**: -0.796 / -4.197 eV
**Max |F|**: 0.01743 hartree/bohr
**⟨S²⟩**: 0.767
**Charge**: -1
**Multiplicity**: 2
**HOMO-LUMO gap (alpha / beta)**: 3.018 / 6.397 eV

DFT (ωB97M-V/def2-TZVPD) results for a 2-piece molecular cluster, C3H9N overall at a distorted geometry.

Element x y z (Å)
C -3.625 -0.752 2.241
H -4.700 -1.165 1.948
H -2.948 -1.447 1.824
H -3.442 -0.629 3.341
H -3.632 0.157 1.540
C 1.775 1.338 -0.714
C 2.103 0.094 -1.100
N 2.884 -0.138 -2.232
H 2.217 2.205 -1.278
H 1.012 1.533 0.018
H 1.632 -0.780 -0.523
H 3.414 0.676 -2.405
H 3.309 -1.092 -2.660

Calculated values
**E**: -4745.277 eV
**LUMO**: 0.99 eV
**HOMO energy**: -8.083 eV
**Max |F|**: 0.08272 hartree/bohr
**Structure (SMILES)**: C=CN.C
**Charge**: 0
**HOMO-LUMO gap**: 9.077 eV

DFT (ωB97M-V/def2-TZVPD) results for one molecule with the formula C4H9NO2.

Element x y z (Å)
C -2.597 0.023 -0.263
C -1.150 0.478 -0.439
C -0.242 -0.128 0.620
O 1.097 0.366 0.492
C 1.936 -0.395 -0.243
O 1.651 -1.456 -0.752
N 3.166 0.189 -0.294
H -2.973 0.280 0.735
H -3.252 0.500 -0.999
H -2.688 -1.062 -0.387
H -0.780 0.182 -1.428
H -1.087 1.571 -0.379
H -0.569 0.159 1.625
H -0.225 -1.218 0.542
H 3.829 -0.203 -0.939
H 3.265 1.153 -0.024

Calculated values
**E**: -9879.919 eV
**LUMO**: 0.94 eV
**HOMO energy**: -10.379 eV
**Max |F|**: 0.00599 hartree/bohr
**Structure (SMILES)**: CCCOC(N)=O
**Charge**: 0
**HOMO-LUMO gap**: 11.323 eV

DFT (ωB97M-V/def2-TZVPD) results for a 10-piece molecular cluster, BrH18O9 overall.

Element x y z (Å)
Br -0.920 24.406 2.475
O 2.406 24.008 1.532
H 2.764 23.646 2.348
H 1.469 24.178 1.739
O -0.603 27.709 2.329
H -0.401 26.817 1.986
H 0.251 28.056 2.607
O -0.279 25.545 -0.740
H -0.382 24.995 0.057
H -1.168 25.868 -0.921
O -1.215 22.344 5.287
H -1.084 22.929 4.517
H -0.402 22.427 5.795
O -3.544 21.769 3.046
H -4.152 22.147 3.689
H -3.084 22.538 2.679
O 1.097 25.565 4.901
H 0.521 25.176 4.209
H 1.280 24.838 5.504
O -0.371 21.114 1.731
H -1.057 21.066 1.059
H -0.676 21.816 2.333
O -2.088 26.355 5.238
H -2.244 27.215 5.640
H -1.500 26.536 4.487
O -4.296 24.344 1.168
H -4.028 24.080 0.282
H -3.469 24.613 1.599

Calculated values
**E**: -88766.303 eV
**LUMO**: 3.01 eV
**HOMO energy**: -6.595 eV
**Max |F|**: 0.00909 hartree/bohr
**Charge**: -1
**HOMO-LUMO gap**: 9.607 eV

DFT (ωB97M-V/def2-TZVPD) results for a 7-piece molecular cluster, C27H35N2O21P overall at a distorted geometry.

Element x y z (Å)
C -0.980 -1.838 3.525
C -1.672 -0.498 3.433
O -2.581 -0.178 4.151
N -1.127 0.473 2.494
C -0.120 1.301 3.203
C -0.821 -0.029 1.247
C -1.581 -0.930 0.599
C -1.180 -1.424 -0.727
O -1.975 -1.832 -1.548
C 0.290 -1.393 -1.012
C 1.032 -0.453 -0.443
P 2.793 -0.264 -0.774
N 3.118 0.873 -1.799
C 0.362 0.522 0.476
O 0.700 1.674 0.555
H -1.337 -2.510 2.745
H -1.213 -2.273 4.493
H 0.097 -1.739 3.385
H -0.379 1.315 4.259
H 0.890 0.899 3.098
H -0.153 2.321 2.837
H -2.512 -1.305 1.006
H 0.698 -2.135 -1.689
H 3.140 -1.539 -1.249
H 3.396 -0.124 0.486
H 3.747 1.563 -1.403
C 5.614 -0.668 -4.252
C 6.941 0.046 -4.061
O 7.045 0.116 -2.628
C 6.284 -0.857 -2.099
O 6.264 -1.147 -0.939
O 5.528 -1.449 -3.042
H 5.597 -1.327 -5.113
H 4.771 0.022 -4.270
H 7.783 -0.534 -4.440
H 6.967 1.049 -4.476
C 2.036 3.848 -3.460
C 1.817 5.270 -3.948
O 3.037 5.541 -4.644
C 3.586 4.362 -5.025
O 4.514 4.254 -5.759
O 2.931 3.331 -4.450
H 1.136 3.242 -3.427
H 2.528 3.806 -2.488
H 0.988 5.345 -4.654
H 1.683 5.996 -3.151
C 3.976 -5.672 -6.040
C 5.388 -6.140 -5.730
O 6.179 -5.080 -6.279
C 5.424 -3.963 -6.336
O 5.839 -2.877 -6.586
O 4.132 -4.249 -6.068
H 3.243 -5.944 -5.286
H 3.634 -6.003 -7.021
H 5.582 -6.197 -4.658
H 5.659 -7.079 -6.202
C -4.531 -0.029 6.901
C -5.305 -0.045 5.599
O -6.568 -0.593 6.002
C -6.733 -0.360 7.323
O -7.743 -0.531 7.925
O -5.582 0.101 7.869
H -3.842 0.803 6.994
H -4.000 -0.966 7.078
H -5.473 0.958 5.203
H -4.851 -0.663 4.835
C -4.490 3.417 9.339
C -4.592 4.807 8.733
O -3.311 4.959 8.108
C -2.806 3.733 7.854
O -1.846 3.511 7.190
O -3.554 2.783 8.460
H -5.422 2.859 9.341
H -4.067 3.431 10.344
H -5.363 4.868 7.963
H -4.740 5.599 9.461
C -4.043 -1.900 -3.846
C -3.593 -1.144 -5.083
O -4.608 -1.478 -6.033
C -5.730 -1.834 -5.359
O -6.792 -2.007 -5.859
O -5.463 -1.962 -4.040
H -3.817 -1.400 -2.911
H -3.651 -2.917 -3.815
H -3.598 -0.063 -4.932
H -2.622 -1.452 -5.461

Calculated values
**E**: -83831.158 eV
**LUMO**: -1.95 eV
**HOMO energy**: -9.274 eV
**Max |F|**: 0.02763 hartree/bohr
**Structure (SMILES)**: CC(=O)N(C)C1=CC(=O)C=C([PH2]=N)C1=O.O=C1OCCO1.O=C1OCCO1.O=C1OCCO1.O=C1OCCO1.O=C1OCCO1.O=C1OCCO1
**Charge**: 0
**HOMO-LUMO gap**: 7.321 eV